[1]
72
Properties=species:S:1:pos:R:3 method="wB97M-V/def2-TZVPD" charge=0 total_energy_ha=-5627.6719 e_homo_ev="-8.4 / -8.4" homo_lumo_gap_ha="0.286 / 0.214" s_squared=0.774 lumo_energy_ev="-0.6 / -2.5" multiplicity=2
Ca 0.4250 -0.0056 -0.2657
C -0.6285 4.2783 2.1008
C -1.0634 3.5357 0.8307
C -2.4417 2.9232 1.0812
C -1.1493 4.5304 -0.3283
O -0.1388 2.5224 0.4773
Ge 1.4773 2.1399 1.3835
O 2.0784 1.3412 -0.2729
C 3.1434 1.7642 -1.1087
C 2.5944 1.9132 -2.5299
C 3.7251 3.1006 -0.6431
C 4.2311 0.6882 -1.0814
O 0.7815 0.3379 1.7766
C 0.9485 -0.3731 2.9954
C 1.0150 -1.8662 2.6661
C -0.2582 -0.0914 3.8946
C 2.2348 0.0431 3.7154
H -1.3524 5.0531 2.3528
H 0.3486 4.7429 1.9528
H -0.5592 3.5770 2.9366
H -3.1443 3.6732 1.4486
H -2.3562 2.1197 1.8154
H -2.8322 2.5083 0.1524
H -1.9152 5.2823 -0.1303
H -1.3950 4.0028 -1.2521
H -0.1889 5.0322 -0.4618
H 1.7750 2.6351 -2.5314
H 2.2252 0.9471 -2.8853
H 3.3692 2.2583 -3.2153
H 2.9485 3.8698 -0.6333
H 4.5253 3.4206 -1.3105
H 4.1313 3.0018 0.3651
H 3.7934 -0.2815 -1.3250
H 4.6659 0.6265 -0.0818
H 5.0227 0.9189 -1.7956
H 0.0794 -2.1829 2.1962
H 1.1676 -2.4572 3.5692
H 1.8389 -2.0542 1.9755
H -1.1774 -0.3812 3.3820
H -0.3060 0.9772 4.1169
H -0.1809 -0.6425 4.8327
H 3.0903 -0.0804 3.0473
H 2.3901 -0.5695 4.6035
H 2.1780 1.0889 4.0220
Cl -0.7908 0.8558 -2.6430
C -2.4672 0.8109 -3.0424
C -2.8150 1.1582 -4.3333
C -4.1465 1.1701 -4.7122
C -5.1388 0.8350 -3.8035
C -4.7925 0.4644 -2.5198
Cl -6.0559 0.0498 -1.4259
C -3.4389 0.4324 -2.0875
S -3.0349 -0.0614 -0.4959
H -2.0396 1.4238 -5.0388
H -4.4179 1.4384 -5.7239
H -6.1817 0.8641 -4.0861
O 1.4586 -1.8992 -0.7535
C 0.3127 -2.4047 -0.6822
O -0.7372 -1.7152 -0.7838
C 0.1563 -3.8803 -0.4141
C -1.0894 -4.3824 -0.0519
C -1.2368 -5.7263 0.2369
C -0.1287 -6.5559 0.1510
C 1.1174 -6.0719 -0.2170
C 1.2571 -4.7241 -0.4929
N -0.2789 -7.9811 0.4567
O -1.3750 -8.3725 0.8118
O 0.6999 -8.6940 0.3356
H -1.9297 -3.7042 -0.0021
H -2.1920 -6.1399 0.5240
H 1.9540 -6.7519 -0.2759
H 2.2155 -4.3060 -0.7685

[2]
62
Properties=species:S:1:pos:R:3 method="wB97M-V/def2-TZVPD" charge=+1 total_energy_ha=-1423.6439 e_homo_ev=-10.9 homo_lumo_gap_ha=0.224 lumo_energy_ev=-4.8
C -1.2167 -0.3080 4.0266
C -2.7022 -0.6359 3.6775
C -2.6013 -1.8622 2.7825
C -1.3109 -2.2453 2.6436
C -0.4008 -1.1145 3.0013
C 1.0902 -1.3424 3.2222
C 1.7384 -2.3881 2.5605
C 3.1294 -2.3663 2.4169
C 3.8844 -1.3749 3.0707
C 3.2432 -0.3584 3.7902
C 1.8510 -0.3978 3.9277
H -0.9803 0.7552 3.9805
H -0.9853 -0.6638 5.0307
H -3.2653 -0.8295 4.6095
H -3.2367 0.1981 3.1949
H -3.5009 -2.3581 2.4075
H -0.9236 -3.1749 2.2629
H 1.1358 -3.1853 2.1128
H 3.6405 -3.1253 1.8139
H 4.9616 -1.3433 2.9615
H 3.8279 0.4487 4.2455
H 1.3193 0.3439 4.5266
C 3.0937 1.2597 -0.3498
C 2.0209 2.0446 -1.1072
C 1.6001 3.2164 -0.2177
C 2.6174 2.5498 -2.4167
N 0.8097 1.2585 -1.4172
P -0.6868 2.0272 -1.5667
H -0.4254 -0.4734 2.1418
N -1.4444 0.5201 -1.7234
C -2.9187 0.4444 -1.8186
C -3.3135 0.6227 -3.2801
C -3.4912 1.5710 -0.9559
C -3.5185 -0.8656 -1.3105
C -0.5465 -0.4032 -2.3033
C 0.7882 0.0351 -2.1192
C 1.8373 -0.5494 -2.8089
C 1.5277 -1.5659 -3.7281
C 0.2136 -1.9988 -3.9104
C -0.8468 -1.4354 -3.1780
H 3.4460 0.3604 -0.8660
H 3.9479 1.9470 -0.2680
H 2.7937 0.9805 0.6703
H 0.7992 3.8240 -0.6631
H 1.2723 2.8556 0.7666
H 2.4655 3.8723 -0.0687
H 1.8382 3.0205 -3.0311
H 3.3905 3.2902 -2.1744
H 3.0773 1.7237 -2.9726
H -3.0597 -0.2756 -3.8544
H -4.3974 0.7798 -3.3255
H -2.8006 1.4926 -3.7077
H -3.2776 1.3867 0.1065
H -3.1000 2.5604 -1.2359
H -4.5791 1.5978 -1.0873
H -3.4042 -1.0066 -0.2277
H -4.5961 -0.7870 -1.5122
H -3.1540 -1.7626 -1.8205
H 2.8630 -0.2116 -2.6679
H 2.3324 -2.0152 -4.3047
H -0.0019 -2.7815 -4.6326
H -1.8701 -1.7814 -3.3193

[3]
68
Properties=species:S:1:pos:R:3 method="wB97M-V/def2-TZVPD" charge=0 total_energy_ha=-1527.2993 smiles="CCOc1ccc(CCNC(=O)CCc2nnc3ccc(N4CCCCC4)nn23)cc1OCC" e_homo_ev=-7.9 homo_lumo_gap_ha=0.301 lumo_energy_ev=0.3
C -1.6650 -4.0690 2.0961
C -1.2459 -4.3729 0.6569
O -0.7954 -3.2294 -0.0418
C -1.7182 -2.3049 -0.4628
C -3.0931 -2.4564 -0.3375
C -3.9667 -1.4741 -0.7631
C -3.4977 -0.2955 -1.3201
C -2.1273 -0.1481 -1.4667
C -1.2336 -1.1316 -1.0656
O 0.0974 -0.8386 -1.2427
C 0.9710 -1.8711 -1.6672
C 2.1760 -1.2083 -2.3178
H 2.6388 -0.5280 -1.6082
H 1.8653 -0.6391 -3.1901
H 2.8965 -1.9634 -2.6210
H 1.2873 -2.4786 -0.8110
H 0.4582 -2.5244 -2.3834
H -1.7147 0.7495 -1.9030
C -4.4489 0.7914 -1.7306
H -5.2162 0.3863 -2.3942
H -3.9117 1.5770 -2.2630
C -5.1444 1.4186 -0.5094
N -4.1937 1.9598 0.4293
C -3.7338 3.2180 0.3172
O -4.1813 4.0403 -0.4599
C -2.5960 3.5412 1.2813
H -2.8553 3.2011 2.2840
H -2.4731 4.6247 1.2884
C -1.2837 2.8883 0.8335
C -1.1401 1.4755 1.2663
N -2.0612 0.6558 1.7273
N -1.5078 -0.5133 2.0437
C -0.2203 -0.4228 1.7778
C 0.8669 -1.3115 1.8898
C 2.0904 -0.8685 1.5095
C 2.2629 0.4758 1.0221
N 1.2434 1.3053 0.9222
N 0.0539 0.8356 1.2817
N 3.4663 0.9461 0.6143
C 3.5784 2.2777 0.0549
H 4.0891 2.9325 0.7735
C 4.3702 2.2312 -1.2512
C 5.7430 1.6086 -1.0159
C 5.5762 0.2320 -0.3799
C 4.7491 0.3497 0.9017
H 5.2853 0.9943 1.6143
H 4.6328 -0.6290 1.3619
H 5.0668 -0.4350 -1.0778
H 6.5494 -0.2003 -0.1426
H 6.3244 2.2488 -0.3481
H 6.2865 1.5245 -1.9581
H 3.8194 1.6371 -1.9824
H 4.4733 3.2431 -1.6443
H 2.5726 2.6582 -0.1144
H 2.9324 -1.5387 1.5529
H 0.6996 -2.3115 2.2503
H -1.1976 2.9398 -0.2566
H -0.4306 3.4366 1.2450
H -3.6583 1.3044 0.9986
H -5.7509 0.6708 0.0061
H -5.7823 2.2413 -0.8429
H -5.0285 -1.6315 -0.6474
H -3.5038 -3.3433 0.1160
H -2.0622 -4.8547 0.1048
H -0.3876 -5.0519 0.6417
H -2.3234 -4.8498 2.4672
H -2.1768 -3.1101 2.1434
H -0.7963 -4.0158 2.7469

[4]
74
Properties=species:S:1:pos:R:3 method="wB97M-V/def2-TZVPD" charge=0 total_energy_ha=-3271.3199 e_homo_ev="-5.8 / -6.5" homo_lumo_gap_ha="0.218 / 0.234" s_squared=3.773 lumo_energy_ev="0.1 / -0.1" multiplicity=4
Pr -0.1085 0.2718 -0.3872
C -2.8176 -2.5290 3.4827
C -3.0928 -1.5501 2.5282
C -2.0951 -0.6881 2.1068
C -0.7705 -0.7642 2.5899
C -0.5140 -1.7622 3.5495
C -1.5234 -2.6108 3.9881
N 0.1530 0.0690 1.9873
C 1.3656 0.4645 2.5459
C 1.6952 0.4088 3.9053
C 2.9274 0.8490 4.3731
C 3.8678 1.3753 3.4969
C 3.5485 1.4934 2.1539
C 2.3139 1.0637 1.6712
N 1.9092 1.2280 0.3404
N 2.7321 1.8809 -0.4513
C 2.2884 2.0156 -1.7320
C 3.0385 2.8553 -2.5875
C 2.6648 3.0024 -3.8928
C 1.5350 2.3195 -4.3795
C 0.8363 1.5404 -3.4975
N 1.1828 1.3827 -2.2020
H -3.5963 -3.1902 3.8424
H -4.0914 -1.4477 2.1167
H -2.3394 0.0846 1.3871
H 0.4878 -1.8861 3.9359
H -1.2885 -3.3604 4.7385
H 0.9612 0.0456 4.6092
H 3.1460 0.7920 5.4337
H 4.8300 1.7132 3.8619
H 4.2377 1.9398 1.4496
H 3.8959 3.3648 -2.1672
H 3.2343 3.6494 -4.5493
H 1.2101 2.4091 -5.4069
H -0.0495 1.0066 -3.8160
C -4.0812 2.4152 2.2119
C -4.4549 2.7055 0.7784
O -3.9980 1.6268 -0.0754
P -2.8128 1.8794 -1.1201
S -2.4989 0.0667 -1.8822
S -1.3312 2.8904 -0.2944
O -3.4383 2.8603 -2.2130
C -4.5372 2.4173 -3.0442
C -4.0615 2.2331 -4.4660
H -4.4782 3.2001 2.8628
H -2.9972 2.3843 2.3256
H -4.4935 1.4561 2.5353
H -4.0385 3.6557 0.4440
H -5.5350 2.7422 0.6494
H -5.2929 3.1980 -2.9810
H -4.9632 1.4984 -2.6419
H -3.6024 3.1525 -4.8351
H -4.9092 1.9842 -5.1111
H -3.3286 1.4271 -4.5236
C 4.4183 -2.0034 -1.6706
N 3.4784 -2.9559 -1.0948
C 3.6034 -4.3184 -1.6160
C 2.2139 -2.4687 -0.8210
N 1.7654 -1.3248 -1.1589
N 1.4551 -3.3333 -0.0369
C 0.1098 -3.2088 0.2903
N -0.3278 -4.1787 1.1530
N -0.6297 -2.2886 -0.2038
H 5.4205 -2.4189 -1.5953
H 4.3958 -1.0696 -1.1111
H 4.2110 -1.7922 -2.7276
H 4.6613 -4.5659 -1.6699
H 3.1712 -4.4215 -2.6170
H 3.1331 -5.0507 -0.9650
H 2.3945 -0.8191 -1.7681
H 1.9733 -4.0458 0.4418
H 0.3601 -4.6571 1.7085
H -1.1482 -3.9211 1.6851
H -1.5816 -2.3876 0.1329